Record 1
The following is a quantum chemistry calculation of 2 unconnected molecules or ions with the total composition H2N4O3, from the Open Molecules 2025 dataset.

XYZ file:
```
9
Properties=species:S:1:pos:R:3:lowdin_charge:R:1
O 0.294 0.458 -1.920 0.04
O 1.512 2.106 -1.285 0.03
O -3.321 2.278 -0.402 0.13
N -1.783 0.644 0.044 0.24
N 0.837 1.106 -1.050 -0.54
N 0.713 0.697 0.206 0.11
N -2.546 1.447 -0.131 -0.24
H -0.058 0.028 0.298 0.07
H 0.903 1.415 1.000 0.18
```

## Properties
HOMO: -10.89 eV
Gap between HOMO and LUMO: 11.467 eV
Structure (SMILES): N[N+](=O)[O-].N#[N+][O-]
LUMO energy: 0.581 eV
M: 106.04 g mol⁻¹
Charge: 0
Electronic energy: -445.76029 Eh

***

Record 2
The following is a quantum chemistry calculation of a single H2N4O7Si2 molecule, from the Open Molecules 2025 dataset.

XYZ file:
```
15
Properties=species:S:1:pos:R:3:lowdin_charge:R:1
Si 1.289 -0.875 -0.515 0.72
Si -1.398 -0.420 -0.340 0.65
O 1.558 1.775 -0.446 0.04
O -0.155 -0.875 -1.295 -0.21
O -1.401 -0.579 2.252 0.00
O -1.378 2.325 -0.271 0.08
O 3.373 0.578 -0.755 0.04
O -3.124 1.168 -0.921 -0.02
O 1.357 -0.903 2.147 -0.01
N -0.696 -0.448 1.232 -0.30
N 0.619 -0.693 1.159 -0.28
N 2.182 0.707 -0.564 -0.43
N -1.916 1.327 -0.676 -0.40
H -2.694 -1.187 -0.262 0.07
H 2.384 -1.899 -0.744 0.07
```

## Properties
HOMO (spin up / spin down): -9.84 / -9.78 eV
Gap between HOMO and LUMO (spin up / spin down): 8.496 / 8.441 eV
LUMO energy (spin up / spin down): -1.343 / -1.340 eV
M: 226.21 g mol⁻¹
Charge: 0
Electronic energy: -1325.67273 Eh

***

Record 3
The following is a quantum chemistry calculation of 2 unconnected molecules or ions with the total composition H2N5O2, from the Open Molecules 2025 dataset.

XYZ file:
```
9
Properties=species:S:1:pos:R:3:lowdin_charge:R:1
O 0.765 2.771 1.163 -0.16
O -1.464 -4.408 -1.982 -0.34
N -1.120 -3.430 -1.263 -0.26
N -0.692 -3.320 -0.116 -0.29
N -0.363 -2.670 0.787 -0.08
N -0.461 1.046 0.913 0.03
N 0.073 2.116 0.313 -0.15
H 0.151 0.749 1.766 0.15
H -0.908 0.261 0.398 0.10
```

## Properties
HOMO: -2.01 eV
Gap between HOMO and LUMO: 4.995 eV
LUMO energy: 2.985 eV
M: 104.05 g mol⁻¹
Charge: -1
Electronic energy: -425.26801 Eh

***

Record 4
The following is a quantum chemistry calculation of 2 unconnected molecules or ions with the total composition H2N5O2, from the Open Molecules 2025 dataset.

XYZ file:
```
9
Properties=species:S:1:pos:R:3:lowdin_charge:R:1
O -3.588 0.411 -0.545 -0.12
O -2.182 -1.822 0.165 -0.06
N -0.417 0.994 0.533 -0.21
N -1.805 -0.673 0.283 -0.30
N -1.590 1.468 0.268 -0.05
N -2.406 0.459 -0.028 -0.27
N -0.624 -0.278 0.876 -0.05
H 0.215 -1.025 0.878 0.20
H 0.427 0.837 -1.058 -0.14
```

## Properties
HOMO (spin up / spin down): -2.38 / -2.27 eV
Gap between HOMO and LUMO (spin up / spin down): 6.751 / 6.592 eV
LUMO energy (spin up / spin down): 4.369 / 4.324 eV
M: 104.05 g mol⁻¹
Charge: -1
Electronic energy: -425.15788 Eh